DFT (the ωB97M-V functional and the def2-TZVPD basis) results for a 10-piece molecular cluster, C30H40O30 overall.

Positions of all 100 atoms, in Å:
C: 3.1894 -3.9445 -3.7916
H: -0.7716 -0.7144 -1.2034
O: -2.4743 -2.9476 6.1582
C: 1.4336 1.6004 5.6731
C: 0.9710 4.5614 -1.2854
O: -0.6226 0.5926 0.4048
O: 4.6377 1.7242 1.6962
C: -4.8813 -0.9112 -3.0360
O: 3.1300 0.5331 0.5603
H: 4.3628 1.0231 -1.0041
O: -0.2233 -2.9076 5.9212
C: -0.1151 -0.4959 -0.3688
H: 0.3414 2.4853 -1.2397
H: 0.5509 -1.8322 4.2845
C: -3.2827 4.3343 -1.0867
O: -4.6540 4.0057 -1.0183
H: 0.8664 -2.2122 0.4472
O: 0.9312 -0.5032 8.3113
O: -1.4916 -3.6396 4.2389
H: 6.2882 1.2080 0.5190
C: -4.5392 -2.0139 2.5192
O: -5.5698 -1.2875 2.0381
H: 2.0582 -0.6244 -4.1844
H: -1.8543 -0.3604 -3.0055
H: -5.5583 0.6294 1.2965
O: -5.8349 2.1487 -0.5274
H: 0.0354 -3.7189 2.8139
C: 2.1573 0.3907 -3.8059
C: -1.5064 -3.1383 5.5092
C: 2.5061 0.5287 5.4581
C: 1.1881 3.0715 -0.8915
C: -0.3849 0.3706 1.7153
O: 3.8554 3.7533 -2.9416
C: 0.4180 1.8591 -4.0235
H: 5.6369 -0.0650 1.5694
H: 3.5965 -3.5240 -4.7143
H: -3.0329 4.8651 -2.0039
H: -2.5548 -2.5427 -2.7736
H: 2.2129 -0.1679 4.6730
O: 2.4681 1.9144 2.2256
O: 2.3871 2.7265 -1.5749
C: -3.5860 -0.2739 1.3885
H: 4.0555 -4.3409 -3.2629
H: 2.2016 -5.8923 -3.4475
O: 2.1068 4.8702 -2.0810
C: 5.3771 0.7783 0.9254
O: -4.4423 -2.1059 -3.5152
C: 4.3621 0.3604 -0.1401
C: -4.7979 2.6982 -0.6805
C: 1.3183 0.0437 7.3350
O: 0.9145 -4.3008 -3.5763
H: -3.3151 0.5720 2.0194
C: 2.8643 3.7731 -2.2897
O: 0.0935 -0.8877 1.8899
H: -1.7886 3.0026 -0.2689
H: 0.9689 5.2143 -0.4149
H: 1.8322 2.5565 6.0166
O: -5.9725 -0.7175 -2.6213
C: 1.2210 -3.1071 -3.0527
H: 2.5282 1.0361 -5.8665
C: 0.5736 -2.8238 4.7384
H: 0.9145 1.7621 4.7290
H: -3.0512 -0.2303 0.4446
O: 2.5606 -2.9142 -3.0275
H: -0.8902 -2.2473 0.6959
H: 3.4895 0.9628 5.3075
O: -3.3528 -1.4828 2.1046
O: 0.7936 0.7109 -3.4473
H: 1.3257 2.9493 0.1803
H: 3.4239 1.9568 -4.6586
H: 1.5891 -3.1247 4.9900
H: 0.1773 -4.8644 4.1639
C: -2.5542 2.9678 -1.0390
O: -3.9019 0.0217 -3.1115
O: -0.6503 2.3690 -3.8701
C: -0.1331 -3.8561 3.8801
H: 0.8466 -0.1683 -0.7672
H: 2.8057 0.3784 -2.9332
H: 1.9593 -5.2696 -5.0639
C: 3.3261 1.4208 1.5708
O: 0.4069 -2.3107 -2.7069
C: -3.0331 -2.0667 -3.6308
H: 0.0400 4.6786 -1.8378
H: -5.3206 -0.6309 0.0719
C: -2.7229 -0.5565 -3.6367
O: -4.6283 -2.9772 3.2010
C: -0.0089 -1.6035 0.6732
H: 4.6190 -0.6650 -0.4004
O: 0.6436 1.0532 6.7191
C: 2.0983 -4.9749 -4.0261
O: 1.4171 2.3863 -4.7568
C: -5.0966 -0.3276 1.0921
O: -0.4895 1.2004 2.5551
H: -2.6747 -2.5318 -4.5465
C: 2.4857 1.4414 -4.8552
H: -2.2499 2.6089 -2.0181
H: -2.4544 -0.1484 -4.6116
H: -2.9871 4.9511 -0.2374
O: -3.5894 2.1096 -0.5341
O: 2.4811 -0.2083 6.6891

SMILES string = O=C1OCCO1.O=C1OCCO1.O=C1OCCO1.O=C1OCCO1.O=C1OCCO1.O=C1OCCO1.O=C1OCCO1.O=C1OCCO1.O=C1OCCO1.O=C1OCCO1
HOMO-LUMO gap = 9.53 eV
Energy relative to the best compared isomer or geometry (same formula, charge and spin) = 0.0 kcal/mol
Spin multiplicity = 1
LUMO energy = -0.689 eV
E = -3424.46643 Ha

These are the Mulliken partial charges, in e, on atoms 1 to 2: atom 1 (C): -0.345, atom 2 (H): -0.829

***

DFT (the ωB97M-V functional and the def2-TZVPD basis) results for C30H41BrCaOS3 as an isolated structure.

Positions of all 77 atoms, in Å:
Br: -1.1074 1.6505 -1.9782
C: 1.9983 -1.1187 -1.8305
S: 1.5750 2.7307 -0.0359
C: -0.0669 -2.0212 -2.7315
C: 0.4786 -3.5976 3.0267
H: 0.0599 4.0616 2.5870
H: 1.0908 -2.8655 3.5587
C: -1.1841 -2.0791 -3.7611
H: -5.9346 -1.2188 1.2931
H: 3.4976 3.3971 1.2449
O: -0.4961 -1.8316 1.7454
C: -5.9394 0.2517 -0.2401
C: 1.0254 0.3309 3.4551
C: 0.2740 3.8914 0.4276
C: 2.1280 -2.1771 -0.9383
C: -5.0087 2.7088 -2.8652
C: 1.1022 -3.1210 -0.9059
C: -0.4831 3.6463 1.7386
S: -0.9188 1.9406 2.1837
H: 1.0591 -3.9669 2.1777
C: -1.6475 -2.4937 3.7433
H: -3.5067 -1.4386 1.3560
H: -1.4210 4.2002 1.6832
H: 3.8661 1.0274 1.1263
H: -2.5586 -3.5033 1.3804
H: -2.7147 -2.7547 -2.3498
H: 3.0610 -2.5661 0.9607
H: 0.3553 -0.5279 3.4871
H: -2.9938 3.2032 -3.5063
C: -5.3347 -0.6133 0.6225
H: -1.8511 -4.8499 2.2908
H: 0.8872 -0.2258 -3.4249
H: -1.0411 -1.9074 4.4391
H: -2.4770 -1.8698 3.4058
C: -1.0487 -1.0441 -4.8722
H: 3.6422 1.4474 2.8099
C: 0.9269 -1.0462 -2.7209
C: 3.1256 1.3754 1.8499
H: 3.9646 -1.4540 -0.0725
C: 2.6299 2.7636 1.4360
C: -3.0711 -0.0053 -0.1678
H: 0.2782 -4.4362 3.6989
C: -3.6019 2.6051 -2.8416
H: -2.0529 -3.3471 4.2925
H: -3.3471 -2.1137 -3.8662
C: 3.3421 -2.3489 -0.0697
H: 1.1475 -3.9305 -0.1880
H: -5.4802 3.3941 -3.5573
C: -1.6194 -3.9504 1.7151
C: -3.7323 0.9056 -1.0555
C: -5.7572 1.9462 -2.0176
H: -0.7539 -3.7864 -1.7248
H: 2.7626 -0.3496 -1.8608
H: -2.7126 -1.0206 -2.6357
H: -0.3714 1.5701 4.4806
H: -1.1769 -0.0305 -4.4866
H: -7.0183 0.3506 -0.2764
Ca: -0.6849 -0.5252 0.1731
H: -6.8388 2.0190 -2.0263
H: 1.7115 0.2639 4.3031
H: 0.6761 4.9064 0.4535
C: 0.0272 -3.0356 -1.7729
H: -0.0788 -1.1041 -5.3693
C: -2.5668 -1.9895 -3.1130
C: -3.0255 1.7379 -1.9637
H: 0.8810 2.4828 3.6685
H: -1.0488 -4.2451 0.8315
C: -3.9236 -0.7283 0.6444
C: -5.1502 1.0421 -1.1104
S: 1.9275 0.0260 1.9265
H: 3.9500 -3.1788 -0.4364
C: -0.8130 -2.9350 2.5327
C: 0.2236 1.6220 3.5676
H: -0.4167 3.8439 -0.4126
H: 2.0699 3.2296 2.2422
H: -1.1009 -3.0696 -4.2233
H: -1.8211 -1.2104 -5.6239

HOMO-LUMO gap = 7.73 eV
Energy relative to the best compared isomer or geometry (same formula, charge and spin) = 2.5 kcal/mol
Spin multiplicity = 1
LUMO energy = 0.274 eV
E = -5689.24666 Ha

These are the natural (NBO) partial charges, in e, on atoms 1 to 2: atom 1 (Br): -0.016, atom 2 (C): -0.242

***

The highest energy relative to the best compared isomer or geometry (same formula, charge and spin) belongs to which entry?
C30H41BrCaOS3

***

The lowest LUMO energy belongs to which entry?
C30H40O30

***

What did the second record say?
DFT (the ωB97M-V functional and the def2-TZVPD basis) results for C30H41BrCaOS3 as an isolated structure.

Positions of all 77 atoms, in Å:
Br: -1.1074 1.6505 -1.9782
C: 1.9983 -1.1187 -1.8305
S: 1.5750 2.7307 -0.0359
C: -0.0669 -2.0212 -2.7315
C: 0.4786 -3.5976 3.0267
H: 0.0599 4.0616 2.5870
H: 1.0908 -2.8655 3.5587
C: -1.1841 -2.0791 -3.7611
H: -5.9346 -1.2188 1.2931
H: 3.4976 3.3971 1.2449
O: -0.4961 -1.8316 1.7454
C: -5.9394 0.2517 -0.2401
C: 1.0254 0.3309 3.4551
C: 0.2740 3.8914 0.4276
C: 2.1280 -2.1771 -0.9383
C: -5.0087 2.7088 -2.8652
C: 1.1022 -3.1210 -0.9059
C: -0.4831 3.6463 1.7386
S: -0.9188 1.9406 2.1837
H: 1.0591 -3.9669 2.1777
C: -1.6475 -2.4937 3.7433
H: -3.5067 -1.4386 1.3560
H: -1.4210 4.2002 1.6832
H: 3.8661 1.0274 1.1263
H: -2.5586 -3.5033 1.3804
H: -2.7147 -2.7547 -2.3498
H: 3.0610 -2.5661 0.9607
H: 0.3553 -0.5279 3.4871
H: -2.9938 3.2032 -3.5063
C: -5.3347 -0.6133 0.6225
H: -1.8511 -4.8499 2.2908
H: 0.8872 -0.2258 -3.4249
H: -1.0411 -1.9074 4.4391
H: -2.4770 -1.8698 3.4058
C: -1.0487 -1.0441 -4.8722
H: 3.6422 1.4474 2.8099
C: 0.9269 -1.0462 -2.7209
C: 3.1256 1.3754 1.8499
H: 3.9646 -1.4540 -0.0725
C: 2.6299 2.7636 1.4360
C: -3.0711 -0.0053 -0.1678
H: 0.2782 -4.4362 3.6989
C: -3.6019 2.6051 -2.8416
H: -2.0529 -3.3471 4.2925
H: -3.3471 -2.1137 -3.8662
C: 3.3421 -2.3489 -0.0697
H: 1.1475 -3.9305 -0.1880
H: -5.4802 3.3941 -3.5573
C: -1.6194 -3.9504 1.7151
C: -3.7323 0.9056 -1.0555
C: -5.7572 1.9462 -2.0176
H: -0.7539 -3.7864 -1.7248
H: 2.7626 -0.3496 -1.8608
H: -2.7126 -1.0206 -2.6357
H: -0.3714 1.5701 4.4806
H: -1.1769 -0.0305 -4.4866
H: -7.0183 0.3506 -0.2764
Ca: -0.6849 -0.5252 0.1731
H: -6.8388 2.0190 -2.0263
H: 1.7115 0.2639 4.3031
H: 0.6761 4.9064 0.4535
C: 0.0272 -3.0356 -1.7729
H: -0.0788 -1.1041 -5.3693
C: -2.5668 -1.9895 -3.1130
C: -3.0255 1.7379 -1.9637
H: 0.8810 2.4828 3.6685
H: -1.0488 -4.2451 0.8315
C: -3.9236 -0.7283 0.6444
C: -5.1502 1.0421 -1.1104
S: 1.9275 0.0260 1.9265
H: 3.9500 -3.1788 -0.4364
C: -0.8130 -2.9350 2.5327
C: 0.2236 1.6220 3.5676
H: -0.4167 3.8439 -0.4126
H: 2.0699 3.2296 2.2422
H: -1.1009 -3.0696 -4.2233
H: -1.8211 -1.2104 -5.6239

HOMO-LUMO gap = 7.73 eV
Energy relative to the best compared isomer or geometry (same formula, charge and spin) = 2.5 kcal/mol
Spin multiplicity = 1
LUMO energy = 0.274 eV
E = -5689.24666 Ha

These are the natural (NBO) partial charges, in e, on atoms 1 to 2: atom 1 (Br): -0.016, atom 2 (C): -0.242